No. 1
Formula: C19H8BiF10I2N7O7S2
Source: OMol25
Level of theory: the ωB97M-V functional and the def2-TZVPD basis

Values from the calculation:
Maximum force (eV/A): 1.1
Lowest unoccupied orbital energy (spin up / spin down) (eV): -4.35 / -4.36
Calculated total energy (Eh): -4243.737672
E_HOMO (spin up / spin down) (eV): -9.5 / -9.5

Each line ends with the natural charge from an NBO analysis.
Positions of all 56 atoms, in Å:
Bi: 0.82688 -0.64462 1.07001  2.02
N: 3.21382 -0.80737 1.51883  -0.88
C: 3.33261 -1.32506 2.89153  -0.33
C: 2.33617 -2.47210 3.09166  0.65
O: 2.62419 -3.46836 3.72201  -0.59
N: 1.14002 -2.21894 2.49720  -0.84
C: 0.17829 -3.28847 2.32258  -0.37
C: -0.07219 -3.50326 0.81406  0.78
O: -0.48884 -4.55373 0.39214  -0.58
O: 0.20400 -2.45666 0.05384  -0.87
H: 3.59207 -1.46968 0.84733  0.41
H: 3.70872 0.07314 1.40237  0.41
H: 3.07909 -0.53434 3.59923  0.23
H: 4.33118 -1.69471 3.12090  0.23
H: -0.78774 -3.02947 2.76273  0.24
H: 0.53693 -4.20795 2.77821  0.26
F: 1.17005 1.52770 4.20876  -0.34
C: 0.35053 2.56709 4.48160  0.72
F: -0.15024 2.39922 5.69485  -0.30
F: 1.08113 3.67555 4.45370  -0.30
S: -0.98713 2.61902 3.18364  2.28
O: -0.28948 2.18691 1.98616  -1.00
O: -1.48640 3.94760 3.19236  -0.89
N: -1.98693 1.55290 3.71251  -1.23
S: -2.33501 0.14417 3.12383  2.28
O: -3.69338 0.01620 2.73376  -0.88
O: -1.35620 -0.48081 2.22770  -1.02
C: -2.05289 -0.86641 4.65967  0.73
F: -2.26698 -2.15263 4.40939  -0.31
F: -0.75945 -0.70430 4.97882  -0.32
F: -2.79816 -0.48743 5.68214  -0.29
I: 5.33488 1.41481 -0.90847  0.12
C: 3.95917 3.04282 -1.01358  -0.71
I: 2.19825 2.74298 0.22009  0.18
H: 3.66100 3.14241 -2.04865  0.23
H: 4.48809 3.92347 -0.67279  0.23
F: -0.97201 -0.53411 -1.81522  -0.27
C: -1.23883 -0.12157 -3.04169  0.37
C: -2.46291 -0.34592 -3.55468  0.37
F: -3.35019 -0.99964 -2.84124  -0.25
C: -2.83138 0.11746 -4.87215  -0.07
C: -1.84336 0.92856 -5.54430  0.36
C: -0.62350 1.15455 -5.02141  0.38
F: 0.24512 1.89232 -5.68865  -0.27
C: -0.21076 0.57349 -3.77154  -0.03
C: 1.08897 0.64983 -3.31942  -0.26
C: 1.54676 -0.05570 -2.17883  0.39
N: 1.98930 -0.60124 -1.26822  -0.37
C: 2.11214 1.41871 -3.94634  0.27
N: 2.98420 2.04323 -4.35941  -0.24
F: -2.14198 1.44882 -6.71635  -0.26
C: -4.03406 -0.19640 -5.44827  -0.13
C: -4.41734 0.21310 -6.76026  0.23
N: -4.78010 0.47741 -7.81782  -0.19
C: -5.02370 -1.01216 -4.82402  0.23
N: -5.87238 -1.66043 -4.40032  -0.18

***

No. 2
Formula: C19H8BrCl2NNiO4S4
Source: OMol25
Level of theory: the ωB97M-V functional and the def2-TZVPD basis

Values from the calculation:
Maximum force (eV/A): 0.1
Lowest unoccupied orbital energy (spin up / spin down) (eV): 4.00 / 4.00
2S+1: 3
Total charge: -2
Calculated total energy (Eh): -7680.252152
E_HOMO (spin up / spin down) (eV): -1.3 / -1.3

Each line ends with the natural charge from an NBO analysis.
Positions of all 40 atoms, in Å:
Ni: -0.02651 0.08440 -0.11786  1.36
Cl: -1.86502 -4.66199 -0.03729  -0.04
C: -1.53648 -3.60467 1.30851  -0.19
C: -1.77167 -4.07722 2.60200  -0.20
C: -1.52568 -3.29890 3.69906  -0.10
Cl: -1.83720 -3.94132 5.30163  -0.07
C: -1.02068 -1.98655 3.54935  -0.10
C: -0.71688 -1.09730 4.60270  -0.15
C: -0.22715 0.14715 4.31906  -0.26
C: -0.03850 0.52563 2.97829  0.06
N: -0.31783 -0.28208 1.98860  -0.45
C: -0.79258 -1.51935 2.23719  0.09
C: -1.04065 -2.31852 1.04592  0.45
O: -0.80980 -1.84024 -0.10335  -0.76
H: -2.15405 -5.08150 2.72834  0.22
H: -0.87269 -1.41515 5.62534  0.21
H: 0.01832 0.84310 5.11031  0.21
H: 0.34311 1.50286 2.70700  0.22
O: -2.05550 5.14746 -4.26831  -0.64
C: -1.69036 4.25303 -3.53041  0.16
S: -1.91626 4.25741 -1.78510  0.29
C: -1.17487 2.69720 -1.44575  -0.42
C: -0.69231 2.01235 -2.50022  -0.39
S: 0.08012 0.45804 -2.45581  -0.41
S: -0.87577 2.79157 -4.07173  0.30
S: -1.12913 2.14038 0.20471  -0.48
Br: 5.05202 0.18190 -2.36701  0.02
C: 3.65618 -1.08511 -2.64576  -0.04
C: 3.51488 -1.58614 -3.93061  -0.25
C: 2.50243 -2.49249 -4.20310  -0.22
C: 1.63176 -2.87337 -3.19286  -0.23
C: 1.77546 -2.34572 -1.92082  -0.12
C: 2.79589 -1.44519 -1.61858  -0.17
C: 2.92556 -0.94810 -0.18258  0.78
O: 4.00857 -1.12140 0.37608  -0.70
O: 1.88443 -0.43587 0.33227  -0.83
H: 4.18710 -1.25394 -4.71039  0.21
H: 2.38421 -2.87814 -5.20884  0.19
H: 0.81675 -3.55649 -3.39740  0.21
H: 1.06152 -2.59572 -1.14679  0.24

***

No. 3
Formula: C2
Source: OMol25
Level of theory: the ωB97M-V functional and the def2-TZVPD basis

Values from the calculation:
Maximum force (eV/A): 6.4
Lowest unoccupied orbital energy (eV): -2.67
Calculated total energy (Eh): -75.725430
E_HOMO (eV): -9.0

Each line ends with the natural charge from an NBO analysis.
Positions of all 2 atoms, in Å:
C: -0.93506 -0.00351 0.43209  0.00
C: 0.93506 0.00351 -0.43209  0.00

***

No. 4
Formula: C20H100ClFN3O39PS2
Source: OMol25
Level of theory: the ωB97M-V functional and the def2-TZVPD basis

Values from the calculation:
Maximum force (eV/A): 2.0
Lowest unoccupied orbital energy (eV): -0.42
Calculated total energy (Eh): -5618.412897
E_HOMO (eV): -8.1

Each line ends with the Mulliken charge.
Positions of all 167 atoms, in Å:
C: -4.87896 2.40410 -1.49417  -1.49
C: -3.37946 2.60869 -1.20414  -0.32
N: -2.80765 1.32222 -0.83859  0.18
C: -1.41370 1.10525 -0.71939  -0.99
O: -0.81554 0.43950 -1.79551  0.27
C: -1.44757 0.64215 -3.06736  0.08
C: -0.63359 -0.01793 -4.16452  -1.37
C: -1.14423 0.31823 0.67004  1.12
Cl: -2.28216 1.10877 1.84958  0.04
C: -1.56424 -1.17230 0.57618  -1.34
C: -1.10702 -1.98989 -0.44658  2.06
C: -1.43190 -3.33516 -0.44774  -1.48
C: -2.22622 -3.82185 0.57400  -0.06
C: -2.62567 -2.92981 1.55089  -1.56
N: -2.31013 -1.64106 1.56733  -0.06
C: 0.25028 0.54466 1.34266  -1.31
P: 0.91742 -1.00589 2.15455  0.18
S: 0.09037 -1.43570 3.87935  -0.39
C: 1.38575 1.13078 0.47359  2.27
C: 1.90159 0.02062 -0.50598  0.37
C: 2.58830 0.59121 -1.72726  -0.95
O: 3.47673 1.41443 -1.60911  -0.69
N: 2.18340 0.13884 -2.98141  1.34
C: 3.19453 0.51270 -3.98117  -1.05
C: 1.99090 -1.33000 -3.02517  -1.34
C: 2.61958 1.56051 1.30508  -0.98
C: 2.39510 2.37359 2.56780  0.56
C: 1.50935 3.60258 2.43908  -1.84
F: 1.93267 1.55160 3.62878  -0.46
O: 1.03598 2.28753 -0.33598  -0.39
S: -0.47437 2.71835 -0.59900  1.76
O: -0.93741 3.52389 0.48701  -0.65
O: -0.45535 3.34736 -1.88561  -0.87
H: -5.07523 1.40030 -1.88730  0.44
H: -5.23721 3.10862 -2.22965  0.44
H: -5.46135 2.48755 -0.57607  0.33
H: -2.96185 3.05698 -2.10839  0.17
H: -3.33959 3.31925 -0.38202  0.43
H: -3.28066 0.52793 -1.23860  0.46
H: -2.44022 0.18319 -3.07013  0.33
H: -1.58727 1.69789 -3.30037  0.17
H: -0.39419 -1.04465 -3.88792  0.17
H: 0.26252 0.55036 -4.39421  0.14
H: -1.25404 -0.03695 -5.06357  0.64
H: -0.49386 -1.61393 -1.24900  -0.58
H: -1.08819 -3.99036 -1.23464  0.84
H: -2.52139 -4.85516 0.60500  0.40
H: -3.24192 -3.29913 2.36289  0.43
H: 0.09705 1.19778 2.19592  1.57
H: 2.27569 -0.78823 2.37773  -0.09
H: 0.86873 -2.06180 1.23444  0.02
H: 2.67583 -0.57631 -0.01536  0.64
H: 1.09823 -0.66575 -0.74880  -0.99
H: 3.22207 1.58693 -4.10437  0.05
H: 2.89521 0.08854 -4.94130  0.52
H: 4.18814 0.12509 -3.74569  0.37
H: 1.18660 -1.63826 -2.36501  -0.03
H: 1.66511 -1.59877 -4.02503  0.54
H: 2.90864 -1.88757 -2.81591  0.42
H: 3.18803 2.20772 0.63573  0.58
H: 3.25340 0.70670 1.50500  -0.02
H: 3.37965 2.70467 2.90383  0.34
H: 0.47689 3.29912 2.61001  0.33
H: 1.75368 4.29581 3.24112  0.44
H: 1.56208 4.05404 1.45386  0.30
O: -4.95665 1.17216 4.34235  -0.62
H: -5.33864 2.04031 4.49992  0.28
H: -4.26243 1.33208 3.69344  0.35
O: -4.50247 5.53202 0.31799  -0.57
H: -4.55311 5.93730 1.19181  0.25
H: -3.67105 5.85267 -0.04456  0.28
O: 3.29767 3.68616 -4.82658  -0.55
H: 3.10455 3.76510 -3.88371  0.22
H: 3.16763 4.57701 -5.17000  0.27
O: 0.29378 -3.60328 -4.36303  -0.46
H: 0.23350 -3.60534 -5.32594  0.26
H: 0.10479 -4.51889 -4.11073  0.24
O: 0.57509 -6.19877 -3.07839  -0.67
H: 0.22151 -5.96974 -2.21212  0.35
H: 1.39414 -6.65959 -2.87362  0.28
O: -0.13406 3.74312 4.98077  -0.49
H: -0.72990 3.90313 5.72552  0.25
H: 0.08082 2.80518 5.05169  0.28
O: -3.58118 -5.77586 2.48815  -0.55
H: -4.05560 -5.70916 3.32220  0.28
H: -2.71528 -6.11669 2.74963  0.28
O: -5.09655 -6.72368 -0.16414  -0.69
H: -5.18071 -5.87178 -0.60410  0.34
H: -4.55700 -6.52640 0.61777  0.28
O: -2.12033 5.84930 3.10589  -0.56
H: -1.47074 6.56044 3.12973  0.33
H: -1.83619 5.25305 3.80933  0.23
O: 3.16063 2.39975 -7.94190  -0.66
H: 3.21829 2.76191 -7.04928  0.32
H: 3.93364 2.75055 -8.39541  0.31
O: -6.40743 3.19403 -4.09526  -0.63
H: -7.33168 3.19260 -3.82615  0.31
H: -6.34911 3.89980 -4.74728  0.30
O: -2.81090 -5.65589 -1.63245  -0.50
H: -2.81795 -5.61831 -2.59443  0.25
H: -2.89170 -6.59886 -1.43665  0.25
O: 4.79792 2.84471 4.69699  -0.58
H: 4.42499 2.08136 5.14864  0.27
H: 4.38320 3.58499 5.15325  0.29
O: 5.84139 3.01312 1.85704  -0.56
H: 5.54232 3.25817 2.74353  0.24
H: 5.85961 3.83597 1.36014  0.30
O: -1.18496 -4.99948 3.76872  -0.68
H: -0.61107 -4.52450 4.38523  0.32
H: -1.25145 -4.39755 3.01659  0.38
O: -2.15692 4.49940 7.07560  -0.61
H: -2.44731 4.62191 7.98451  0.29
H: -2.23687 5.37315 6.67765  0.29
O: 4.38931 -1.63987 1.03242  -0.58
H: 4.70026 -1.59296 1.94108  0.33
H: 4.98193 -1.04790 0.55401  0.30
O: 4.90897 0.25331 3.02789  -0.65
H: 4.34451 0.91131 3.44868  -0.07
H: 5.64038 0.77505 2.66581  0.41
O: 6.88582 -1.78943 3.51191  -0.62
H: 6.40319 -0.96993 3.69027  0.30
H: 7.55321 -1.54632 2.86168  0.33
O: 2.84578 3.22846 6.67809  -0.54
H: 2.47465 2.45598 7.11676  0.27
H: 2.43621 3.97693 7.12296  0.26
O: -1.06059 -8.12795 -1.71002  -0.58
H: -1.06264 -8.08817 -2.67172  0.28
H: -1.17676 -9.06413 -1.50144  0.35
O: -4.87493 7.88971 2.71574  -0.65
H: -5.33791 8.05550 3.54968  0.35
H: -4.04692 7.47109 2.98595  0.33
O: 9.08740 -1.90246 5.70631  -0.62
H: 8.51115 -1.14454 5.83544  0.31
H: 8.53762 -2.51387 5.20365  0.33
O: -1.72455 -3.88147 6.47298  -0.62
H: -2.31557 -3.13271 6.59787  0.30
H: -2.20396 -4.47031 5.87993  0.31
O: -5.64948 8.69211 5.50174  -0.67
H: -5.01879 9.41849 5.55296  0.34
H: -5.39235 8.09301 6.20926  0.32
O: -0.68154 -11.22989 -0.98346  -0.64
H: -1.10734 -11.03235 -0.14014  0.33
H: 0.16263 -11.62167 -0.74000  0.32
O: 6.48641 0.38214 -0.65384  -0.63
H: 5.95099 1.15888 -0.44767  0.26
H: 7.11756 0.69502 -1.30821  0.30
O: 1.24262 -8.59470 -1.35969  -0.70
H: 0.30867 -8.65440 -1.12646  0.39
H: 1.26018 -8.82304 -2.29444  0.29
O: -1.40066 -3.31796 -7.01770  -0.57
H: -1.86988 -2.48398 -6.93857  0.29
H: -2.03388 -3.89077 -7.45903  0.29
O: -2.38461 9.89735 2.45477  -0.65
H: -3.32881 9.73553 2.58328  0.33
H: -2.25030 9.74542 1.51468  0.32
O: 6.35900 2.42726 -5.04648  -0.61
H: 5.48011 2.72507 -5.31024  0.33
H: 6.87418 3.23658 -4.98350  0.29
O: -2.65622 -8.50867 0.65548  -0.64
H: -3.52190 -8.26043 0.30656  0.37
H: -2.15698 -7.68631 0.67117  0.27
O: -4.28502 -3.31690 -7.51576  -0.60
H: -4.75314 -2.47944 -7.44006  0.30
H: -4.90747 -3.89832 -7.96381  0.30
O: 0.42025 3.46833 -8.98769  -0.65
H: 0.06296 3.58479 -8.10328  0.30
H: 1.28271 3.05729 -8.84355  0.37

***

No. 5
Formula: C20H10N2O4S2
Source: OMol25
Level of theory: the ωB97M-V functional and the def2-TZVPD basis

Values from the calculation:
Maximum force (eV/A): 3.4
Lowest unoccupied orbital energy (eV): -1.12
Calculated total energy (Eh): -1974.830921
E_HOMO (eV): -8.8

Each line ends with the natural charge from an NBO analysis.
Positions of all 38 atoms, in Å:
O: -2.27701 1.21186 -0.25854  -0.47
O: 1.23420 -2.98970 0.15557  -0.48
O: -0.99477 -3.93126 2.05904  -0.39
N: -2.94352 -1.40882 0.73595  -0.02
O: -2.84495 -2.67789 1.37849  -0.16
S: 1.42361 -0.34410 -3.02608  0.39
S: 3.05359 1.20613 1.05073  0.40
C: -1.51018 0.28059 -0.38146  0.52
C: 0.62027 -2.02800 0.60916  0.51
C: -1.75591 -1.02438 0.33719  0.05
C: -0.07834 -0.65954 -2.13388  -0.32
C: 2.42567 -0.32089 0.41288  -0.26
C: -0.40115 0.42270 -1.33290  -0.18
C: 1.31380 -0.79025 1.05201  -0.23
C: -0.82375 -2.08573 0.76759  0.00
C: 2.52055 3.45266 -1.82125  -0.19
C: 0.68543 1.92767 4.29507  -0.20
C: 1.35486 3.80432 -1.13492  -0.21
C: -0.14491 0.82510 4.21182  -0.22
C: 2.63341 2.19494 -2.39557  -0.23
C: 1.70092 2.13352 3.33292  -0.22
C: 0.35192 2.86773 -0.97646  -0.20
C: -0.00588 -0.09963 3.17528  -0.20
C: 1.60267 1.26984 -2.29538  -0.18
C: 1.81525 1.19434 2.31114  -0.19
C: 0.49452 1.59332 -1.50672  0.00
C: 0.95473 0.08948 2.18367  -0.01
N: -1.47430 -3.07362 1.31572  0.38
H: -0.50673 -1.65168 -2.09830  0.25
H: 2.88069 -0.77357 -0.46419  0.25
H: 3.28876 4.17625 -1.92668  0.22
H: 0.55946 2.69245 5.06943  0.22
H: 1.28304 4.78955 -0.69285  0.22
H: -0.98790 0.74578 4.89262  0.22
H: 3.50426 1.95220 -2.90891  0.22
H: 2.33922 3.02560 3.32683  0.23
H: -0.50847 3.09715 -0.38576  0.24
H: -0.67434 -0.98538 3.17547  0.22

***

No. 6
Formula: C20H11ClN7O6PtS3
Source: OMol25
Level of theory: the ωB97M-V functional and the def2-TZVPD basis

Values from the calculation:
Maximum force (eV/A): 0.7
Lowest unoccupied orbital energy (eV): 1.56
Total charge: -1
Calculated total energy (Eh): -3377.653222
E_HOMO (eV): -5.3

Each line ends with the natural charge from an NBO analysis.
Positions of all 49 atoms, in Å:
Pt: -0.19499 -0.38605 -0.56393  1.03
S: -0.44984 -2.63328 -0.80377  0.12
C: -2.08732 -2.88306 -0.25644  -0.29
C: -2.48942 -4.24028 -0.06988  0.27
N: -2.79678 -5.33793 0.08682  -0.31
C: -2.93156 -1.85361 -0.05945  -0.30
S: -2.47622 -0.19537 -0.31640  0.04
C: -4.29123 -2.05020 0.33600  0.28
N: -5.38378 -2.18376 0.67143  -0.32
O: 4.75577 2.66578 -1.03052  -0.68
C: 3.73622 3.49150 -1.12761  0.79
O: 3.87590 4.66116 -1.39191  -0.60
C: 2.36765 2.93066 -0.88822  -0.26
C: 1.19810 3.66963 -0.94046  0.19
Cl: 0.97520 5.33326 -1.17301  0.11
N: 0.15658 2.85452 -0.66787  -0.19
N: 0.60449 1.61337 -0.43112  -0.29
C: 1.91831 1.62915 -0.58636  0.10
C: 2.62095 0.30014 -0.54157  0.80
O: 3.84679 0.24849 -0.57491  -0.64
O: 1.85095 -0.71612 -0.48391  -0.68
C: -1.23879 3.14991 -0.60448  0.18
C: -1.95294 2.70913 0.49585  -0.21
C: -3.31430 2.96830 0.55732  -0.19
C: -3.93760 3.66953 -0.46217  -0.21
C: -3.20459 4.10181 -1.56126  -0.20
C: -1.84786 3.83950 -1.64297  -0.23
H: 4.47757 1.71796 -0.81804  0.51
H: -1.45108 2.16773 1.28804  0.25
H: -3.88309 2.60590 1.40279  0.23
H: -4.99926 3.87306 -0.40709  0.21
H: -3.69354 4.62775 -2.37089  0.22
H: -1.27651 4.12730 -2.51394  0.24
C: -4.88218 0.70361 -3.49304  -0.65
C: -3.48734 1.10914 -3.85922  0.28
C: -3.22092 2.16176 -4.73173  -0.34
C: -1.89135 2.44726 -4.97049  0.07
N: -0.89395 1.79830 -4.37621  -0.48
C: -1.25239 0.80596 -3.55597  0.26
S: 0.10908 -0.07077 -2.84653  -0.06
N: -2.49837 0.41719 -3.30471  -0.48
H: -5.57114 0.84000 -4.32658  0.21
H: -5.23026 1.31774 -2.65843  0.23
H: -4.89063 -0.33364 -3.16622  0.25
H: -4.01562 2.72515 -5.20172  0.22
H: -1.60390 3.24172 -5.65267  0.19
O: 1.65271 -0.07594 2.13797  -0.39
N: 0.67608 -0.72752 2.36094  0.36
O: -0.33533 -0.58615 1.52758  -0.61